Record 1
The following is a quantum chemistry calculation of a 16-piece molecular cluster, C16H64N32O16 overall, from OMol25.

Geometry as XYZ:
```
128
Properties=species:S:1:pos:R:3:forces:R:3:lowdin_charge:R:1
H -10.794470 6.682970 -24.448120 0.0 0.1 0.3 0.135
C -7.821720 4.911930 -13.550620 3.5 -0.5 1.5 -0.819
N -15.854510 5.687130 -24.310860 -0.1 -2.6 3.7 0.159
O -18.474540 0.346570 -26.093250 -3.1 -1.0 1.8 0.070
H -10.244600 -4.913540 -21.237330 0.4 -0.4 0.1 0.128
H -16.130650 6.092700 -23.428050 -0.2 -0.8 0.0 0.123
H -3.243630 5.223150 -20.456890 -0.3 -0.8 -0.1 0.100
H -9.154480 9.098570 -19.188240 -0.6 -0.3 -0.1 0.119
C -9.499270 7.950450 -25.046110 3.8 0.9 -5.2 -0.826
H -18.547930 9.236160 -18.578850 -0.1 0.6 0.0 0.110
N -8.865220 2.197970 -25.259760 2.8 2.7 -1.1 0.161
H -16.346310 0.022780 -24.750310 -0.3 -0.1 -0.2 0.114
N -18.775510 4.027510 -16.165260 2.6 -5.9 -1.0 0.166
H -3.306920 7.129240 -19.998770 -0.4 0.6 -0.1 0.113
H -19.655490 -3.022350 -20.655490 0.0 0.4 -0.3 0.102
N -10.086490 7.340610 -24.154250 -6.3 -5.1 6.1 0.175
O -13.610820 3.601310 -14.028160 0.0 -1.6 -0.4 0.045
H -4.178600 1.158160 -15.313380 0.6 -0.2 -0.1 0.125
H -15.335630 0.751010 -25.821100 -0.5 0.3 -0.5 0.108
N -4.225520 5.029240 -20.321290 0.4 -1.9 -0.6 0.152
N -16.675200 8.189020 -19.358610 0.1 -3.5 -1.0 0.170
C -13.841390 4.759840 -13.801970 0.7 0.0 -0.3 -0.799
H -9.807580 12.782110 -19.778400 -1.0 0.2 -0.1 0.136
O -9.557660 7.646050 -26.238170 -0.4 0.7 -0.4 0.011
H -5.819920 0.959440 -16.303710 -0.2 -0.4 -0.5 0.115
H -8.611040 -5.579190 -21.603080 -1.2 -0.4 -0.3 0.109
C -15.490170 -5.527210 -20.732670 3.7 1.1 1.1 -0.838
H -6.933180 -4.713170 -21.164240 0.5 0.6 -0.1 0.121
H -13.842040 5.479480 -15.658650 0.2 -0.4 0.1 0.115
O -3.600640 -0.538560 -17.885330 1.1 -0.8 -0.5 0.029
H -7.933790 4.826610 -11.539100 0.1 0.1 -0.4 0.121
H -17.764770 1.627670 -28.048840 0.3 -0.1 0.2 0.125
N -12.744870 1.423190 -19.428840 -4.4 -3.8 -0.4 0.169
H -10.811070 9.722240 -19.243610 0.5 -0.4 0.2 0.112
O -19.801510 5.698730 -17.218480 -0.4 0.0 -0.6 0.023
H -8.041410 1.945690 -24.732700 -0.4 0.0 -0.2 0.116
H -11.525390 -0.021960 -12.705720 0.2 -0.1 0.2 0.104
H -19.167030 -3.004480 -18.825170 0.1 0.3 0.2 0.091
H -10.956160 -1.159720 -11.543280 -0.1 0.4 0.0 0.117
H -9.597980 4.497330 -14.491080 0.4 0.2 0.3 0.117
O -6.603370 4.973510 -13.627970 0.6 0.4 -0.5 0.022
H -8.493410 9.088020 -23.592050 -0.3 -0.3 -0.2 0.109
N -17.055250 1.323360 -27.397610 1.0 3.3 -4.7 0.156
O -15.613970 10.076660 -18.856640 2.8 1.5 0.1 0.039
N -13.844550 5.739240 -14.682630 -0.2 1.9 -5.2 0.148
C -17.366030 0.701090 -26.314040 -0.2 -0.5 -0.9 -0.836
N -3.626580 0.634500 -15.977570 5.3 2.2 5.2 0.174
H -12.174340 0.617060 -19.217260 -1.1 -0.2 -0.3 0.116
H -4.611510 4.106380 -20.181880 0.6 0.1 -0.1 0.113
H -9.671040 -1.277970 -15.142180 -0.1 0.4 0.0 0.117
H -19.432920 -1.767480 -21.814490 0.2 0.1 0.3 0.124
H -4.846590 7.993230 -19.798330 0.5 0.0 0.2 0.129
H -11.125780 11.620730 -19.358360 0.3 0.9 0.0 0.127
N -16.265130 0.377380 -25.692520 3.4 -1.9 4.7 0.155
C -15.848630 6.520080 -25.296800 -1.0 2.1 0.8 -0.844
O -14.506500 -4.991560 -20.261610 1.0 1.2 0.3 0.030
N -19.367140 -2.075120 -20.854730 -1.3 -1.9 -3.7 0.149
H -19.846760 6.550980 -14.832780 0.5 -0.2 -0.1 0.122
H -2.622990 0.555620 -15.895810 -0.2 0.3 0.5 0.132
C -9.303950 10.969660 -19.694310 2.2 -2.5 -0.1 -0.878
H -13.989810 4.686540 -11.827730 -0.1 0.4 0.0 0.118
O -6.141580 5.971170 -19.547310 -1.0 -0.4 -0.2 0.020
H -18.631430 -1.721930 -17.858380 0.3 0.4 -0.6 0.113
H -10.902840 0.107770 -24.248430 0.1 0.1 -0.3 0.106
N -8.570860 8.727550 -24.532350 3.5 3.4 -0.2 0.154
O -8.176810 11.091920 -20.065720 3.1 0.6 -0.9 0.054
C -4.981580 6.049390 -19.905810 -1.8 -2.1 0.7 -0.789
H -13.656630 1.393360 -19.862300 0.1 -0.6 0.4 0.131
N -10.046170 -0.707480 -14.397930 1.1 0.4 -3.4 0.158
N -13.933850 5.307610 -12.622240 -0.7 0.4 4.5 0.151
N -10.772130 -0.602210 -12.365120 -2.2 1.7 3.3 0.141
N -7.393020 -3.816360 -21.098220 7.3 0.2 -0.7 0.169
C -4.134510 0.090480 -16.990750 0.1 -1.7 -3.4 -0.851
H -10.668120 0.058690 -14.613070 0.3 -0.3 0.0 0.107
H -14.626980 5.236020 -26.284320 -0.2 0.4 0.0 0.114
N -8.634010 4.796550 -14.527220 -2.6 -0.1 -5.9 0.169
O -11.026790 2.075640 -25.806940 0.4 -0.5 0.1 0.005
H -17.958850 10.860290 -18.482170 0.4 -0.4 0.1 0.125
N -17.769850 9.878470 -18.625030 -5.3 1.9 1.6 0.162
C -12.147520 2.555150 -19.475010 -2.5 5.0 -0.3 -0.833
H -9.443970 4.818590 -12.337010 0.3 0.1 -0.1 0.108
N -8.437130 4.837880 -12.414660 -2.1 0.0 5.1 0.157
N -10.175930 11.857400 -19.607080 -4.1 6.9 -0.4 0.175
H -7.846050 9.011310 -25.175960 -0.3 0.2 0.2 0.113
N -9.239300 -4.845790 -21.307240 -1.9 -3.3 -0.8 0.170
H -9.243060 0.193000 -23.949950 -0.1 0.3 -0.3 0.100
N -10.919950 2.347330 -19.305420 7.8 -0.6 0.9 0.161
H -8.221990 4.868880 -15.446520 -0.2 -0.1 0.1 0.125
H -15.242420 6.591310 -27.165710 0.1 -0.2 0.2 0.124
C -9.952500 -1.209440 -13.185280 -0.4 -2.4 0.5 -0.773
N -9.811070 9.864020 -19.243740 -0.5 -5.4 1.3 0.155
H -8.885930 3.037040 -25.821580 0.6 0.0 0.2 0.123
O -9.381870 -2.225430 -12.822220 1.1 -0.1 -0.6 0.029
O -12.614910 3.689090 -19.594600 -0.8 -0.2 -0.2 0.010
H -17.590250 7.763390 -19.318330 0.7 -0.6 -0.4 0.108
H -15.106570 -5.156130 -22.623350 -0.4 -0.2 -0.1 0.127
H -6.886700 -2.979010 -20.848050 0.3 -0.5 0.1 0.132
N -16.286670 -6.231430 -20.021390 -3.5 -2.4 3.1 0.164
N -10.011070 0.483020 -24.538300 -1.1 -2.3 1.2 0.146
H -9.921920 7.433100 -23.162050 0.0 0.1 -0.4 0.129
C -18.737340 -1.382860 -19.945340 0.4 4.3 1.2 -0.715
H -14.195530 6.279920 -12.543360 0.1 -0.4 0.4 0.111
H -18.602990 3.539710 -15.297860 -0.1 0.2 -0.3 0.118
H -18.529800 5.402990 -14.484200 -0.6 0.7 0.5 0.107
H -15.837680 7.707120 -19.652630 -0.4 0.0 0.2 0.122
N -19.301890 5.728300 -15.048250 -0.1 2.2 4.1 0.152
O -18.342420 -0.203140 -20.084490 -0.2 -2.2 0.3 -0.004
C -19.340790 5.169210 -16.218520 -1.8 2.8 -2.8 -0.816
N -15.230040 6.045600 -26.315910 2.3 -1.2 -5.3 0.167
H -16.191890 -6.121590 -19.021860 -0.5 -0.3 -0.2 0.129
H -16.082650 1.534850 -27.569120 -0.5 0.2 -0.4 0.109
N -5.386410 0.360510 -16.991790 -6.3 0.1 -1.5 0.154
N -4.308180 7.141450 -19.866760 2.0 4.5 0.1 0.162
C -10.023540 1.612400 -25.260750 -2.5 -0.4 0.5 -0.757
H -17.123720 -6.519880 -20.507430 -0.2 -0.3 1.2 0.108
H -16.538350 -6.154030 -22.311860 0.5 0.3 -0.4 0.112
H -15.740460 4.709240 -24.536320 -0.1 0.2 1.0 0.110
H -18.618320 3.498420 -17.011110 -0.1 0.2 0.1 0.130
N -18.800570 -2.063830 -18.793580 0.5 -1.4 2.6 0.139
C -8.621250 -3.806540 -20.836430 -4.6 2.6 0.9 -0.846
C -16.608480 9.418170 -18.925500 1.8 0.5 -0.5 -0.836
H -10.639850 1.385380 -19.433080 1.0 0.7 0.1 0.114
H -5.908530 -0.114590 -17.714120 -0.4 0.4 0.3 0.122
H -14.265380 6.656560 -14.643580 0.0 -0.3 1.0 0.110
O -16.347770 7.610890 -25.214370 -0.8 2.2 -0.3 0.047
H -10.252590 3.100820 -19.221930 -0.1 -0.3 -0.1 0.133
O -9.189360 -2.840600 -20.363610 -0.9 1.3 0.8 0.017
N -15.744970 -5.617540 -21.991180 -0.6 0.5 -4.9 0.167
```
Positions in Å, forces in eV/Å.

As for the calculated total energy: -3604.33256 a.u. The value obtained for the strongest force on any atom is 0.1968 Eh/bohr. As for the HOMO energy: -9.26 eV. The value obtained for the energy relative to the best compared isomer or geometry (same formula, charge and spin) is 1390.80 kJ/mol.

Record 2
The following is a quantum chemistry calculation of a 14-piece molecular cluster, C16H64N4O14 overall, from OMol25.

Geometry as XYZ:
```
98
Properties=species:S:1:pos:R:3:forces:R:3:lowdin_charge:R:1
H 0.625659 -0.069884 -1.472994 0.2 -0.1 0.0 0.096
H -0.560349 2.651033 5.104099 -0.2 0.0 0.2 0.094
H -4.510749 3.851056 7.612265 -0.3 0.2 -0.1 0.078
C 2.376630 -2.139405 0.354829 0.1 -0.2 0.5 -0.078
H 3.422718 -1.853636 0.218835 -0.1 0.2 -0.3 0.072
O 0.863967 3.624995 -0.480344 -0.1 0.2 -0.2 -0.046
H -0.974077 -0.997902 2.101532 0.2 -0.1 0.5 0.033
H 2.057770 2.997932 0.911337 0.1 -0.1 0.1 -0.015
H 1.432351 -0.451692 -3.930459 0.1 0.0 0.1 0.091
H -3.296853 -1.981059 -6.020805 0.2 -0.1 0.1 0.079
H 1.604563 -3.726605 -2.882776 -0.1 -0.1 0.0 -0.001
N 4.291640 1.327998 -1.183252 0.3 -0.2 -1.0 0.062
H 4.581796 3.646308 -2.900140 0.1 0.0 0.7 0.084
O 2.092194 -2.529102 4.384911 -0.1 0.0 0.0 -0.064
H -4.003401 -1.490271 -4.481490 0.0 0.0 0.0 0.076
H -4.585689 1.513082 0.727588 0.2 -0.1 0.0 -0.001
C -0.281992 -0.385973 0.381102 1.0 0.3 1.1 -0.378
N -0.024885 -0.816719 1.782252 -0.9 -0.4 -0.2 0.061
N -1.942610 -0.624689 -3.213314 0.2 -0.6 -0.6 0.049
H 2.118561 -2.085723 -3.863976 0.1 0.1 -0.1 0.084
C 3.606042 3.242502 -2.593861 0.5 0.4 -1.6 -0.061
H 2.338469 -3.230121 0.375438 0.0 0.0 -0.1 0.092
H -2.941127 1.538615 6.478077 0.1 -0.3 -0.4 0.136
C 3.669855 1.737106 -2.476385 -0.7 0.0 1.4 -0.426
O 1.507842 -1.692327 -0.685306 0.3 0.0 0.1 -0.212
C 0.978367 -0.400807 -0.482923 -0.6 0.3 -0.7 -0.202
O 1.447633 -4.248256 -2.091034 0.0 -0.2 0.1 -0.053
H -0.758860 1.924617 3.538660 -0.2 -0.1 0.0 0.080
O -0.928714 -4.086335 2.010050 0.1 -0.1 0.1 -0.061
H -0.921010 0.908144 4.978990 -0.2 0.0 0.1 0.086
H -1.321853 -4.719664 -0.990664 0.1 0.0 -0.2 0.057
H 5.361014 1.354437 -3.760362 0.0 0.2 0.1 0.131
O 5.394413 -2.338379 -1.262925 0.1 0.0 0.1 -0.045
H -1.220315 1.198887 -0.697840 -0.5 0.4 0.2 0.073
H 0.318326 -0.101028 2.415802 0.2 0.3 -0.4 0.080
H 6.158312 -0.800842 -4.229083 -0.1 0.3 0.1 0.093
H -6.211436 1.767704 5.124041 0.0 0.1 0.3 0.077
H 1.748501 0.331162 -0.215490 0.0 -0.2 0.5 0.114
H 4.806821 -0.869566 -5.424385 0.4 -0.4 -0.2 0.097
H 3.165176 2.045672 0.500413 0.3 -0.1 -0.1 -0.026
H -0.905914 -1.193379 -0.010326 -0.2 0.2 -0.2 0.131
H -3.347648 -0.300628 -5.608283 0.2 0.1 0.2 0.080
O -2.512699 2.198983 4.527055 0.0 0.0 0.2 -0.202
H 4.961123 -2.084830 -4.097028 0.0 -0.1 -0.3 0.081
H -4.658050 3.612560 5.086394 0.2 0.1 0.1 0.140
H 3.002324 -2.832684 4.443908 0.0 0.0 0.0 0.033
H 0.602350 -1.760302 -3.014575 0.2 0.1 0.1 0.063
H -4.935895 1.354964 4.288564 0.1 -0.1 0.2 0.027
H 3.799283 1.441431 -4.599861 0.0 0.0 0.0 0.134
H -4.971814 2.182723 7.781538 0.0 -0.1 -0.2 0.081
N -5.221640 1.565815 5.241673 -0.2 0.0 -0.5 0.045
H -6.148331 3.280991 7.128149 0.0 0.2 -0.2 0.075
H 2.032280 -1.775734 1.321147 0.0 0.0 0.0 0.061
H -1.824365 0.959439 1.029673 -0.5 0.0 -0.6 0.058
C -1.861004 -1.450312 -4.452674 -0.5 0.2 0.2 -0.420
H 0.234496 4.352179 -0.522057 0.0 0.0 0.0 0.066
H 1.768464 -2.878791 3.547024 0.0 0.0 0.0 0.015
H -3.557373 1.356518 3.114687 0.3 -0.1 -0.1 0.024
O 2.734108 2.412995 1.285377 -0.3 0.1 0.0 -0.092
H -0.327832 1.743075 0.785089 0.3 0.0 -0.3 0.066
H 2.637797 1.380525 -2.363247 0.0 -0.1 -0.4 0.122
H -1.800301 -2.509084 -4.184459 0.3 0.1 0.2 0.139
H 5.901899 -1.644005 -1.692770 0.0 0.0 0.0 0.025
O -4.349669 1.744934 -0.182592 -0.2 0.1 0.0 -0.077
C -0.656490 -1.113352 -5.335359 0.0 -0.2 -0.3 -0.201
C -3.033771 2.415202 5.817173 -0.4 0.1 1.1 -0.220
H -1.019922 -0.624800 -2.790544 -0.2 0.2 0.2 0.024
C -0.977982 0.983265 0.345698 0.6 -0.8 0.2 -0.044
H -4.216734 0.898505 -0.618470 0.0 0.0 0.0 0.025
O -4.004918 0.696767 2.558704 -0.2 0.2 -0.1 -0.061
H -1.661802 -1.936368 4.293548 0.0 0.0 0.0 0.058
C -5.084877 3.054422 7.129892 0.8 -0.1 0.5 -0.072
O -2.286433 -1.265204 3.996238 -0.1 -0.1 0.0 -0.050
H 0.417527 2.889043 -0.911650 0.0 0.0 0.1 0.031
H 1.201469 -3.582387 -1.433342 0.0 0.1 -0.1 -0.002
C 4.297202 1.089495 -3.686251 0.2 -0.1 -0.4 -0.211
O 4.188470 -0.313935 -3.585878 0.4 -0.1 0.7 -0.228
C -4.511303 2.751812 5.753288 -0.7 -0.4 -0.3 -0.437
H 3.028699 3.509167 -3.490955 -0.4 -0.1 0.3 0.084
H -0.439401 -0.039267 -5.231865 0.1 0.0 0.0 0.126
H -0.993121 -3.999794 1.049194 -0.1 0.1 0.1 -0.011
C -1.136668 1.893446 4.562419 0.6 0.2 -0.5 -0.095
H -0.856772 -1.305178 -6.392808 -0.3 0.0 0.1 0.126
H 3.190522 3.774826 -1.746861 0.1 -0.2 0.2 0.065
H -3.068281 -1.393499 4.546099 0.0 0.0 0.0 0.066
H 4.427012 0.320127 -1.285300 -0.1 0.0 0.4 0.060
C -3.188267 -1.295222 -5.177104 -0.3 0.1 -0.5 -0.080
H -2.337153 -3.669128 -1.431487 0.0 0.1 0.0 0.050
O 0.491094 -1.897625 -5.075830 0.3 0.2 0.1 -0.168
C 5.102976 -1.045969 -4.386735 -0.8 0.2 0.0 -0.095
O -1.584575 -3.802873 -0.847626 0.1 -0.1 0.0 -0.048
C 1.191176 -1.519485 -3.904634 -0.5 -0.1 -0.2 -0.104
H 5.238999 1.706673 -1.165639 -0.1 0.1 0.2 0.090
H 4.718962 -2.583414 -1.903378 -0.1 0.0 0.1 0.027
H -3.495278 -0.110683 2.682183 0.1 0.0 0.1 0.020
H -2.128429 0.323725 -3.527717 0.0 0.1 0.2 0.073
H -1.062178 -3.187880 2.323919 0.1 0.1 -0.1 -0.011
H -2.486014 3.200980 6.358292 0.0 0.2 -0.4 0.129
```
Positions in Å, forces in eV/Å.

As for the calculated total energy: -1920.31001 a.u. The value obtained for the strongest force on any atom is 0.0339 Eh/bohr. As for the HOMO energy: -9.12 eV. The value obtained for the energy relative to the best compared isomer or geometry (same formula, charge and spin) is 31.32 kJ/mol.

Among the records above, which one has the highest HOMO energy?
C16H64N4O14